{"formula": "C67H51FN2O36S", "method": "ωB97M-V with the def2-TZVPD basis set", "elements": ["C", "C", "C", "F", "C", "C", "C", "C", "C", "O", "C", "C", "C", "C", "O", "C", "C", "C", "S", "C", "N", "N", "C", "O", "C", "C", "O", "H", "H", "H", "H", "H", "H", "H", "H", "H", "H", "H", "H", "H", "H", "H", "H", "H", "H", "H", "C", "C", "C", "O", "C", "C", "C", "O", "O", "O", "H", "H", "H", "H", "C", "C", "C", "O", "C", "C", "C", "O", "O", "O", "H", "H", "H", "H", "C", "C", "C", "O", "C", "C", "C", "O", "O", "O", "H", "H", "H", "H", "C", "C", "C", "O", "C", "C", "C", "O", "O", "O", "H", "H", "H", "H", "C", "C", "C", "O", "C", "C", "C", "O", "O", "O", "H", "H", "H", "H", "C", "C", "C", "O", "C", "C", "C", "O", "O", "O", "H", "H", "H", "H", "C", "C", "C", "O", "C", "C", "C", "O", "O", "O", "H", "H", "H", "H", "C", "C", "C", "O", "C", "C", "C", "O", "O", "O", "H", "H", "H", "H"], "xyz": [[2.10332, -1.99974, -3.66547], [2.06303, -2.13820, -5.29878], [2.23001, -0.68202, -6.09575], [3.34591, -0.89834, -7.09072], [2.69717, 0.45916, -5.01546], [4.33082, 0.70840, -4.84850], [4.89374, 1.83650, -3.78359], [6.52453, 2.04869, -3.70997], [7.01569, 3.06077, -2.51461], [8.40481, 2.78340, -2.07012], [3.79680, 2.65630, -2.87761], [2.17550, 2.44194, -3.00405], [1.62983, 1.33634, -4.11630], [-0.00209, 1.16140, -4.27459], [-0.63501, 0.76590, -5.39283], [-0.99470, 1.54376, -2.98471], [-2.46362, 0.81791, -2.97495], [-3.31874, 0.98045, -1.59021], [-3.98774, 2.68597, -1.23860], [-3.77331, 3.87575, -2.65689], [-4.39758, 5.25839, -2.56704], [-4.09380, 6.00827, -3.69588], [-3.23808, 5.13442, -4.61637], [-3.05863, 3.82402, -3.93803], [-0.46894, 2.50992, -1.98297], [1.03405, 3.22775, -2.12260], [1.29302, 4.43955, -1.55862], [3.17023, -1.67629, -3.24282], [1.89221, -3.06174, -3.16431], [1.25288, -1.28916, -3.23692], [2.92232, -2.89134, -5.59892], [0.99006, -2.55787, -5.57468], [1.28940, -0.39652, -6.73451], [5.09273, 0.08269, -5.48510], [6.87999, 2.54501, -4.73444], [7.12337, 1.02934, -3.63819], [7.03074, 4.15636, -2.97289], [6.27166, 3.02303, -1.60198], [8.47197, 1.77733, -2.02503], [4.19071, 3.45716, -2.12000], [-2.25820, -0.35023, -3.10937], [-3.13978, 1.11551, -3.90245], [-4.25506, 0.24758, -1.67741], [-2.71331, 0.57823, -0.64376], [-2.76218, 5.45014, -5.66282], [-1.10744, 2.80258, -1.04712], [5.13879, -2.82745, -8.91396], [4.81207, -3.85031, -9.70625], [5.85610, -4.70655, -10.33435], [5.52494, -5.65095, -11.04248], [7.26614, -4.37407, -10.07776], [7.59266, -3.34905, -9.28823], [6.54851, -2.51026, -8.63837], [6.87953, -1.58618, -7.90308], [8.91586, -3.02935, -9.04502], [3.48922, -4.15290, -9.97201], [4.39014, -2.19831, -8.44916], [8.01486, -4.99346, -10.55474], [8.89042, -2.25264, -8.44454], [3.51468, -4.93324, -10.56758], [3.97522, -0.14446, 2.59289], [3.27009, -1.03291, 1.88992], [3.05882, -0.86813, 0.42505], [2.42239, -1.71092, -0.19759], [3.62895, 0.32289, -0.22380], [4.33110, 1.21300, 0.48000], [4.56549, 1.03369, 1.93913], [5.23057, 1.85942, 2.55558], [4.86741, 2.33595, -0.12293], [2.71002, -2.14137, 2.49800], [4.13844, -0.25304, 3.65774], [3.45280, 0.43959, -1.28545], [5.33005, 2.82144, 0.59455], [2.25258, -2.62987, 1.77940], [-6.73851, -3.25329, 1.35291], [-5.70697, -2.41652, 1.22458], [-4.69814, -2.59226, 0.14337], [-3.77158, -1.79626, 0.03903], [-4.85622, -3.73696, -0.76727], [-5.88591, -4.57560, -0.63662], [-6.90940, -4.38368, 0.42722], [-7.85472, -5.16056, 0.51077], [-6.03905, -5.65500, -1.48729], [-5.53830, -1.35333, 2.09250], [-7.48035, -3.13601, 2.13280], [-4.10616, -3.86329, -1.53746], [-6.85827, -6.10752, -1.18964], [-4.72248, -0.89741, 1.79107], [4.97440, 5.37702, 5.73131], [4.83777, 4.34997, 4.89034], [3.49401, 3.81987, 4.52849], [3.39920, 2.88732, 3.73833], [2.31616, 4.44581, 5.14936], [2.45321, 5.47059, 5.99297], [3.79510, 6.01810, 6.33310], [3.88802, 6.97265, 7.09753], [1.35068, 6.06178, 6.58215], [5.94173, 3.74061, 4.32282], [5.94496, 5.77382, 6.00128], [1.34663, 4.03926, 4.89153], [1.71064, 6.77910, 7.14817], [5.58139, 3.02729, 3.75220], [-3.75603, 3.80857, 9.07701], [-2.89154, 2.80175, 8.93670], [-1.42413, 3.04593, 8.86799], [-0.65317, 2.09909, 8.75790], [-0.95349, 4.43844, 8.93148], [-1.81838, 5.44536, 9.06831], [-3.28332, 5.19880, 9.16471], [-4.05219, 6.14341, 9.30857], [-1.38311, 6.75663, 9.12592], [-3.32857, 1.49264, 8.85093], [-4.82503, 3.64521, 9.13056], [0.11415, 4.60312, 8.86245], [-2.19665, 7.29730, 9.22757], [-2.51466, 0.95164, 8.75536], [-8.46858, -6.84139, 6.23366], [-9.00203, -5.73401, 5.71417], [-8.93713, -5.45616, 4.25258], [-9.45297, -4.43938, 3.80195], [-8.24006, -6.42868, 3.39649], [-7.70366, -7.53427, 3.91667], [-7.79280, -7.82526, 5.37390], [-7.30605, -8.85885, 5.81990], [-7.04478, -8.45112, 3.11826], [-9.63649, -4.80338, 6.51636], [-8.51048, -7.05698, 7.29389], [-8.18462, -6.20573, 2.33868], [-6.74890, -9.16238, 3.72742], [-9.93756, -4.09521, 5.90635], [-2.16477, -3.32530, 11.45599], [-2.86990, -4.21375, 10.75302], [-3.08117, -4.04897, 9.28815], [-3.71760, -4.89176, 8.66551], [-2.51104, -2.85794, 8.63930], [-1.80888, -1.96784, 9.34310], [-1.57450, -2.14714, 10.80223], [-0.90942, -1.32142, 11.41868], [-1.27257, -0.84488, 8.74017], [-3.42997, -5.32221, 11.36110], [-2.00154, -3.43388, 12.52084], [-2.68719, -2.74124, 7.57765], [-0.80994, -0.35940, 9.45765], [-3.88741, -5.81071, 10.64250], [0.13105, 3.08441, -8.41192], [-0.28061, 3.87314, -9.40648], [0.21328, 3.68433, -10.79862], [-0.19752, 4.41269, -11.69514], [1.19453, 2.61562, -11.04276], [1.60867, 1.82924, -10.04741], [1.09386, 2.00054, -8.66113], [1.47942, 1.25039, -7.77076], [2.53272, 0.82470, -10.26930], [-1.18341, 4.89564, -9.17939], [-0.22147, 3.20905, -7.39579], [1.55875, 2.50077, -12.05563], [2.66820, 0.39725, -9.39556], [-1.32339, 5.31912, -10.05424]], "mulliken_charge": [-0.67, -0.66, 0.38, -0.27, 0.23, -0.91, 0.78, -0.77, 0.38, -0.54, -0.70, 0.12, 0.17, 0.20, -0.66, 0.88, -0.66, -0.47, -0.18, 0.41, -0.28, -0.30, -0.09, -0.10, -0.61, 0.02, -0.60, 0.15, 0.42, 0.05, 0.26, 0.24, 0.35, 0.34, 0.26, 0.38, 0.28, -0.27, 0.33, 0.35, 0.41, 0.27, 0.30, 0.33, 0.34, 0.28, -0.91, 0.21, 0.83, -0.62, -0.91, 0.32, 0.91, -0.65, -0.57, -0.57, 0.85, 0.41, 0.35, 0.35, -1.12, 0.31, 0.63, -0.61, 0.05, -0.19, 1.00, -0.76, -0.37, -0.60, 0.45, 0.34, 0.27, 0.35, -0.88, 0.43, 0.83, -0.56, -0.96, 0.42, 0.95, -0.67, -0.57, -0.58, 0.49, 0.44, 0.35, 0.33, -0.73, 0.30, 0.68, -0.39, -1.03, 0.29, 1.03, -0.62, -0.53, -0.59, 0.45, 0.45, 0.34, 0.56, -0.83, 0.35, 0.97, -0.60, -0.87, 0.31, 0.90, -0.61, -0.56, -0.54, 0.43, 0.42, 0.35, 0.30, -0.93, 0.41, 0.81, -0.64, -0.90, 0.38, 0.86, -0.62, -0.57, -0.57, 0.42, 0.66, 0.35, 0.35, -0.92, 0.38, 0.89, -0.60, -0.77, 0.28, 0.96, -0.61, -0.58, -0.57, 0.41, 0.43, 0.33, 0.35, -1.11, 0.47, 0.81, -0.61, -0.76, 0.21, 0.67, -0.22, -0.59, -0.55, 0.52, 0.44, 0.27, 0.34], "multiplicity": 1, "charge": 0, "smiles": "CC[C@H](F)c1cc(CCO)cc2c1C(=O)C(CCSc1nnco1)=CC2=O.O=C1C=C(O)C(=O)C=C1O.O=C1C=C(O)C(=O)C=C1O.O=C1C=C(O)C(=O)C=C1O.O=C1C=C(O)C(=O)C=C1O.O=C1C=C(O)C(=O)C=C1O.O=C1C=C(O)C(=O)C=C1O.O=C1C=C(O)C(=O)C=C1O.O=C1C=C(O)C(=O)C=C1O", "homo_ev": -8.57, "e_above_lowest_ev": 19.504, "lumo_energy_ev": -2.17, "gap_ev": 6.40}